Formula: C5H9N3O
Source: the Open Molecules 2025 dataset
Level of theory: wB97M-V/def2-TZVPD

- Energy above the lowest of the compared OMol25 structures with the same formula, charge and spin: 38.32 kcal per mole
- HOMO-LUMO gap: 0.376 Ha
- Net charge: 0
- Structure (SMILES): [H]/N=C(/N)O/C(=N/[H])C(=C)C

CARTESIAN COORDINATES (ANGSTROEM)
H 2.565 1.009 -0.214
N 2.714 0.246 0.442
C 1.718 -0.092 1.115
N 1.703 -1.067 2.044
O 0.434 0.635 1.043
C -0.466 -0.198 0.508
N -0.843 -1.277 1.066
H -1.488 -1.838 0.522
C -0.937 0.267 -0.840
C -0.516 -0.390 -1.914
C -1.709 1.547 -0.866
H 0.784 -1.445 2.256
H 2.552 -1.594 2.156
H 0.031 -1.313 -1.841
H -0.823 -0.092 -2.905
H -1.902 1.863 -1.889
H -2.663 1.416 -0.349
H -1.155 2.323 -0.336

Forces on the atoms, in the same order (eV/Å):
-0.18 -0.09 0.35
0.29 0.22 -0.55
-0.39 0.98 0.43
-0.39 0.19 0.37
1.95 -0.81 0.43
-2.08 -1.29 -1.27
0.59 0.56 0.43
-0.06 0.35 -0.24
0.54 0.11 0.07
-0.68 -0.16 0.07
-0.11 -0.06 0.03
0.40 -0.15 0.07
-0.18 -0.09 -0.12
0.28 -0.14 0.10
0.05 0.20 -0.15
0.01 0.05 0.03
-0.02 0.07 -0.01
-0.02 0.06 -0.05

What are the natural (NBO) partial charges on each atom? They are as follows, in elementary charge units: H 0.37; N -0.74; C 0.69; N -0.84; O -0.53; C 0.56; N -0.71; H 0.37; C -0.06; C -0.38; C -0.64; H 0.43; H 0.41; H 0.21; H 0.20; H 0.22; H 0.22; H 0.23

---

Formula: C15H17N4O3PtS2
Source: the Open Molecules 2025 dataset
Level of theory: wB97M-V/def2-TZVPD

- Energy above the lowest of the compared OMol25 structures with the same formula, charge and spin: 0.00 kcal per mole
- HOMO-LUMO gap: 0.308 Ha
- Net charge: +1

CARTESIAN COORDINATES (ANGSTROEM)
Pt -0.680 -0.500 -0.308
C 2.923 -0.532 2.258
C 2.026 -0.458 1.063
N 0.757 -0.280 1.158
N 0.226 -0.036 2.419
C -1.006 0.491 2.515
N -1.428 0.876 3.717
S -1.988 0.657 1.144
C 2.613 -0.517 -0.297
C 3.517 -1.510 -0.638
C 3.983 -1.536 -1.944
C 3.555 -0.555 -2.820
C 2.678 0.420 -2.361
N 2.200 0.442 -1.124
H 3.028 0.460 2.709
H 3.916 -0.849 1.956
H 2.553 -1.232 3.010
H 0.865 -0.025 3.201
H -0.851 0.836 4.540
H -2.364 1.232 3.817
H 3.816 -2.266 0.076
H 4.662 -2.312 -2.269
H 3.894 -0.535 -3.846
H 2.341 1.212 -3.019
C -5.577 0.907 -1.044
C -4.327 0.116 -1.290
C -3.227 0.680 -1.888
C -2.069 -0.090 -2.143
C -2.049 -1.448 -1.759
C -3.190 -2.028 -1.142
C -4.289 -1.255 -0.919
S -0.681 -2.470 -2.327
O -0.521 -2.294 -3.735
O 0.406 -1.693 -1.565
O -0.884 -3.778 -1.790
H -5.473 1.936 -1.382
H -5.824 0.913 0.019
H -6.420 0.455 -1.568
H -3.250 1.715 -2.203
H -1.288 0.297 -2.786
H -3.159 -3.079 -0.886
H -5.168 -1.693 -0.460

Forces on the atoms, in the same order (eV/Å):
-0.04 0.00 0.00
-0.01 -0.02 0.00
0.10 -0.01 0.00
-0.03 0.00 -0.05
0.01 -0.01 -0.03
0.02 -0.01 0.02
-0.01 0.02 -0.01
-0.04 0.04 0.03
-0.05 0.01 0.03
-0.01 0.01 -0.01
0.00 -0.01 0.01
0.00 0.01 -0.01
-0.01 0.00 0.01
0.01 0.00 -0.02
-0.01 0.00 0.00
0.00 0.00 0.00
0.00 0.00 0.00
-0.01 0.01 0.01
0.00 -0.01 0.00
0.00 0.00 0.00
0.01 0.00 0.00
0.00 0.00 0.00
0.00 -0.01 0.00
0.00 0.00 0.00
0.00 0.00 0.00
0.01 0.00 0.00
-0.01 0.01 0.00
0.00 0.01 0.04
0.08 -0.02 -0.02
0.01 0.00 0.00
0.00 0.00 0.00
-0.02 0.00 0.01
0.01 0.00 0.00
0.00 -0.02 0.00
0.00 0.00 0.00
0.00 0.00 0.00
0.00 0.00 0.00
0.00 0.00 0.00
0.01 0.00 0.00
-0.01 0.00 -0.02
0.00 0.00 0.00
0.00 0.00 0.00

What are the natural (NBO) partial charges on each atom? They are as follows, in elementary charge units: Pt 0.81; C -0.71; C 0.37; N -0.27; N -0.42; C 0.31; N -0.74; S 0.02; C 0.10; C -0.20; C -0.15; C -0.21; C 0.06; N -0.41; H 0.26; H 0.27; H 0.24; H 0.41; H 0.42; H 0.43; H 0.23; H 0.24; H 0.24; H 0.21; C -0.64; C 0.05; C -0.24; C -0.16; C -0.46; C -0.15; C -0.20; S 2.42; O -0.91; O -0.97; O -0.93; H 0.23; H 0.23; H 0.24; H 0.23; H 0.26; H 0.26; H 0.23

---

Formula: C50H41N9O3S3Ti
Source: the Open Molecules 2025 dataset
Level of theory: wB97M-V/def2-TZVPD

- Energy above the lowest of the compared OMol25 structures with the same formula, charge and spin: 111.85 kcal per mole
- 2S+1: 3
- HOMO-LUMO gap (spin up / spin down): 0.183 / 0.227 Ha
- Expectation value of S²: 2.07
- Net charge: 0

CARTESIAN COORDINATES (ANGSTROEM)
Ti -0.012 -0.207 0.847
O 0.260 4.615 5.628
C 0.689 3.481 5.807
O 1.192 2.909 6.770
C 0.481 2.527 4.560
C 0.891 1.196 4.621
C 0.623 0.366 3.545
N 0.083 0.877 2.404
C -0.635 2.033 2.496
C -0.401 2.902 3.553
C -1.770 1.999 1.608
C -2.848 2.893 1.658
C -4.038 2.560 1.058
C -4.129 1.333 0.396
C -3.010 0.537 0.313
N -1.839 0.842 0.879
C 0.481 -1.072 3.574
C 1.077 -1.924 4.509
C 0.674 -3.238 4.573
C -0.370 -3.655 3.746
C -0.893 -2.766 2.826
N -0.455 -1.516 2.671
H 1.323 0.841 5.544
H -0.918 3.844 3.650
H -2.755 3.809 2.217
H -4.889 3.219 1.108
H -5.053 1.015 -0.057
H -3.056 -0.401 -0.228
H 1.829 -1.530 5.176
H 1.133 -3.918 5.273
H -0.754 -4.658 3.810
H -1.727 -3.058 2.196
N 0.699 4.200 0.504
C 1.313 2.985 0.528
S 2.800 2.946 1.343
N 0.680 1.989 -0.053
N 1.180 0.759 -0.304
C 2.233 0.590 -1.108
C 2.949 1.780 -1.640
C 2.285 2.633 -2.516
C 2.912 3.761 -3.013
C 4.208 4.056 -2.636
C 4.880 3.207 -1.772
C 4.260 2.075 -1.280
C 2.594 -0.703 -1.604
C 3.802 -0.918 -2.309
C 4.093 -2.158 -2.816
C 3.183 -3.202 -2.618
C 2.022 -2.912 -1.936
N 1.698 -1.718 -1.457
H 1.027 4.877 1.172
H -0.267 4.250 0.220
H 1.265 2.411 -2.794
H 2.386 4.410 -3.698
H 4.687 4.950 -3.011
H 5.890 3.435 -1.470
H 4.778 1.441 -0.577
H 4.491 -0.099 -2.444
H 5.012 -2.327 -3.357
H 3.372 -4.195 -2.994
H 1.299 -3.700 -1.764
N 3.373 0.148 1.946
C 2.935 -1.073 1.748
N 1.793 -1.425 1.212
C 1.656 -2.791 1.166
C 0.555 -3.467 0.650
C 0.524 -4.847 0.706
C 1.581 -5.566 1.256
C 2.690 -4.913 1.765
C 2.715 -3.532 1.717
S 3.951 -2.441 2.282
H 2.949 1.072 1.591
H 4.259 0.275 2.407
H -0.230 -2.873 0.197
H -0.332 -5.382 0.322
H 1.543 -6.644 1.282
H 3.516 -5.462 2.192
O -0.939 -0.818 -0.955
S -0.369 -0.642 -2.322
C -1.039 -2.155 -3.211
C -2.450 -2.339 -2.795
C -2.717 -2.825 -1.518
C -4.005 -2.837 -1.017
C -5.054 -2.379 -1.795
C -4.814 -1.960 -3.092
C -3.522 -1.941 -3.589
C -1.437 0.547 -3.329
C -2.277 1.611 -2.708
C -3.603 1.743 -3.111
C -4.363 2.826 -2.705
C -3.806 3.793 -1.888
C -2.498 3.651 -1.457
C -1.737 2.567 -1.857
H -0.397 -2.961 -2.869
H -0.905 -1.999 -4.279
H -1.908 -3.218 -0.922
H -4.186 -3.191 -0.012
H -6.056 -2.365 -1.395
H -5.631 -1.627 -3.715
H -3.354 -1.642 -4.614
H -2.062 -0.047 -3.985
H -0.656 1.021 -3.926
H -4.034 1.008 -3.775
H -5.387 2.923 -3.036
H -4.387 4.649 -1.581
H -2.070 4.402 -0.808
H -0.721 2.458 -1.502

Forces on the atoms, in the same order (eV/Å):
-1.19 -2.67 0.05
-0.28 1.08 -0.08
-0.28 -0.96 -1.01
0.55 -0.32 0.84
-0.15 0.30 0.61
0.03 -0.17 -0.50
0.18 0.47 0.20
-0.11 1.28 1.75
0.42 0.26 0.56
0.06 -0.30 -0.48
-0.61 -0.22 -0.20
0.26 -0.11 0.07
0.18 -0.49 -0.13
0.01 0.25 0.22
-0.37 -0.18 -0.24
-0.75 1.18 0.52
-0.42 -0.45 0.33
-0.07 0.25 -0.17
-0.31 0.07 -0.28
0.02 0.12 0.22
-0.17 -0.15 0.38
0.27 -0.28 0.53
0.03 -0.01 0.14
-0.02 0.12 0.09
0.07 0.12 0.14
-0.11 0.13 0.04
-0.07 -0.08 -0.11
0.08 0.13 0.02
0.07 0.04 0.03
0.02 -0.09 0.08
-0.12 -0.16 -0.03
0.14 -0.06 -0.12
-0.38 -0.03 -0.26
0.91 0.16 0.29
-0.04 0.43 0.21
-0.86 0.61 -0.52
2.95 0.96 -2.09
-0.75 1.53 0.78
0.06 0.12 -0.19
0.04 -0.25 0.09
-0.13 0.08 -0.13
0.06 0.06 0.00
0.19 -0.01 -0.07
-0.10 -0.02 -0.05
0.19 -1.74 -0.48
-0.45 0.50 0.45
-0.32 -0.65 0.03
0.52 0.44 -0.18
-0.10 -0.21 -0.05
1.23 0.28 -0.08
-0.03 -0.06 0.00
0.04 -0.06 0.03
-0.14 0.01 -0.05
-0.06 0.06 -0.01
0.06 0.01 -0.01
0.10 0.03 0.05
0.03 -0.08 0.06
0.01 0.03 -0.02
0.07 0.01 -0.03
-0.01 -0.07 0.01
-0.01 -0.04 0.00
0.12 0.19 -0.12
0.71 -0.51 0.32
0.12 0.28 -0.05
0.27 -0.97 0.26
0.41 0.09 -0.07
-0.04 0.00 -0.12
-0.03 -0.11 0.00
0.02 0.11 0.01
-0.20 0.27 -0.11
-0.32 0.27 -0.22
0.09 -0.51 0.25
0.02 -0.07 0.07
-0.08 -0.21 -0.05
-0.11 -0.04 -0.07
-0.03 -0.08 0.01
0.06 -0.09 0.03
-0.59 -0.19 0.84
-1.03 0.47 -2.28
0.31 0.34 0.41
-0.25 -0.17 0.04
-0.11 -0.19 -0.06
0.03 -0.06 0.07
-0.09 0.02 0.02
-0.06 0.09 -0.04
0.07 -0.12 -0.01
0.39 -0.29 0.12
-0.25 0.15 0.21
0.13 -0.12 -0.04
-0.08 0.09 0.01
-0.03 0.01 -0.05
0.10 0.02 -0.10
0.01 0.07 -0.19
0.04 -0.08 -0.05
0.09 0.06 -0.04
0.09 0.03 0.09
-0.04 -0.06 0.05
-0.12 -0.02 0.02
-0.07 -0.02 -0.05
0.04 0.10 -0.09
0.05 -0.04 -0.06
0.05 -0.04 -0.12
-0.06 -0.11 -0.06
-0.07 -0.01 -0.05
-0.07 0.09 0.03
0.02 0.07 0.03
0.02 0.07 0.03

Here are the Mulliken charges for atoms 1 to 99, given in e: Ti -0.67; O -0.72; C 0.27; O -0.72; C -1.10; C -0.83; C -0.43; N 1.44; C 0.61; C -0.97; C 1.06; C -0.93; C -1.16; C -0.97; C -0.20; N 0.99; C 1.36; C -0.93; C -0.77; C -1.03; C -0.03; N 0.38; H 0.56; H 0.58; H 0.51; H 0.52; H 0.59; H 0.34; H 0.49; H 0.48; H 0.46; H 0.58; N -0.29; C -0.06; S -0.55; N -0.21; N 1.33; C 0.91; C -0.78; C 0.26; C -0.97; C -0.67; C -0.87; C 0.11; C 0.42; C -0.86; C -0.96; C -1.60; C -0.14; N 0.97; H 0.30; H 0.03; H 0.31; H 0.45; H 0.41; H 0.42; H 0.45; H 0.56; H 0.49; H 0.50; H 0.55; N 0.19; C -0.60; N 1.78; C -1.28; C -0.03; C -0.15; C -1.09; C -0.57; C 1.12; S -0.44; H -0.77; H 0.24; H -0.50; H 0.42; H 0.45; H 0.50; O -0.68; S 1.21; C -1.13; C 0.57; C -0.24; C -0.83; C -0.59; C -0.58; C -0.56; C -1.84; C 0.43; C -0.44; C -1.20; C -0.91; C -1.09; C 2.12; H 0.40; H 0.59; H 0.49; H 0.47; H 0.45; H 0.43

---

> What is the energy above the lowest of the compared OMol25 structures with the same formula, charge and spin in the second record?

0.00 kcal per mole

---

> Which value of net charge does entry 2 give?

+1